a:
A 2-piece molecular cluster, CH4N2O3 overall. Source: the Open Molecules 2025 dataset; level of theory: ωB97M-V/def2-TZVPD.

SMILES string = [H]/N=C\ON=O.O
LUMO energy = -0.023 Eh

Each line ends with the natural charge from an NBO analysis.
Atoms and positions in Å:
C (1.1981, -0.6409, -0.3726)  0.406
N (0.6637, 1.6836, -0.3174)  0.408
N (1.6552, -1.7789, -0.0379)  -0.677
O (0.4512, 2.5870, 0.3917)  -0.210
O (-2.3142, 0.0083, -0.0631)  -0.952
O (1.0303, 0.4413, 0.3747)  -0.438
H (0.9227, -0.3949, -1.4570)  0.153
H (1.8423, -2.0165, 0.8973)  0.357
H (-3.2804, -0.1934, -0.2164)  0.482
H (-2.1690, 0.3044, 0.8008)  0.471



b:
One molecule with the formula CH4N2O3. Source: the Open Molecules 2025 dataset; level of theory: ωB97M-V/def2-TZVPD.

SMILES string = CO/[N+]([O-])=N/O
LUMO energy (spin up / spin down) = 0.028 / 0.028 Eh

Each line ends with the natural charge from an NBO analysis.
Atoms and positions in Å:
C (-1.0306, -0.3078, -0.0990)  -0.242
N (2.8335, -0.5878, -0.5109)  0.036
N (1.6114, -0.2072, -0.0388)  0.468
O (0.3819, -0.6536, -0.6072)  -0.383
O (1.5622, 0.4850, 0.9691)  -0.510
O (3.7586, 0.0847, 0.1467)  -0.494
H (-1.0853, 0.7024, 0.3302)  0.214
H (-1.4184, -0.5287, -1.0766)  0.230
H (-1.3199, -0.9306, 0.7706)  0.202
H (3.3298, 0.4909, 0.8712)  0.478



Stability ranking, top entry: a; the second entry is 0.1108 hartree less favorable.



a:
One molecule with the formula CH4N2O3. Source: the Open Molecules 2025 dataset; level of theory: ωB97M-V/def2-TZVPD.

SMILES string = N[N@@+]1(O)O[C@@H]1[O-]
LUMO energy = 0.027 Eh

Each line ends with the natural charge from an NBO analysis.
Atoms and positions in Å:
C (-0.8105, -1.0999, -0.3979)  0.562
N (1.1208, 0.8644, -0.5241)  -0.639
N (0.0015, 0.2645, -0.0166)  0.272
O (-1.0897, 0.2714, -0.8553)  -0.391
O (-0.3002, 0.7090, 1.2321)  -0.545
O (-1.3981, -1.4727, 0.5434)  -0.651
H (-0.1223, -1.5198, -1.1582)  0.148
H (1.4453, 1.7165, -0.1018)  0.378
H (1.9473, 0.2640, -0.3776)  0.366
H (-0.7940, 0.0027, 1.6560)  0.502



b:
One molecule with the formula CH4N2O3. Source: the Open Molecules 2025 dataset; level of theory: ωB97M-V/def2-TZVPD.

SMILES string = C=[N+]([O-])O[NH2+][O-]
LUMO energy = 0.009 Eh

Each line ends with the natural charge from an NBO analysis.
Atoms and positions in Å:
C (-0.7905, 1.3082, -0.0738)  -0.183
N (1.2004, -0.9440, 0.0088)  0.040
N (-1.0399, 0.0900, 0.0522)  0.333
O (-0.1351, -0.6377, 0.8687)  -0.394
O (-1.8560, -0.5755, -0.5460)  -0.482
O (1.3901, -0.0715, -0.8238)  -0.460
H (-0.0127, 1.8627, 0.4997)  0.214
H (-1.4821, 1.9475, -0.6028)  0.209
H (0.7706, -1.8718, -0.1982)  0.372
H (1.9551, -1.1078, 0.8153)  0.351



Stability ranking, top entry: a; the second entry is 0.0907 hartree less favorable.



a:
One molecule with the formula C7H10N2O2S. Source: the Open Molecules 2025 dataset; level of theory: ωB97M-V/def2-TZVPD.

SMILES string = NCc1ccc(S(N)(=O)=O)cc1
LUMO energy = 0.017 Eh

Each line ends with the natural charge from an NBO analysis.
Atoms and positions in Å:
C (-2.9426, 0.3993, -0.3757)  -0.235
C (-1.4143, 0.3976, -0.4734)  -0.028
C (-0.6609, 1.5053, -0.1612)  -0.195
C (0.7662, 1.4450, -0.1734)  -0.194
C (1.3485, 0.2250, -0.3134)  -0.320
C (0.6215, -0.9505, -0.6298)  -0.207
C (-0.7358, -0.8226, -0.6851)  -0.193
H (-3.2255, -0.4665, 1.5930)  0.369
H (-3.3807, -1.4807, 0.3309)  0.354
H (-3.3431, 0.1060, -1.3640)  0.208
H (-3.2933, 1.4209, -0.0896)  0.203
H (-1.0782, 2.4588, 0.0988)  0.213
H (1.3125, 2.3166, 0.2253)  0.250
H (1.0815, -1.9608, -0.7653)  0.237
H (-1.4240, -1.6567, -0.8107)  0.205
H (2.8979, -0.5299, 2.0795)  0.409
H (3.1501, -1.8573, 1.0217)  0.401
N (-3.4729, -0.5416, 0.6043)  -0.840
N (3.2950, -0.8946, 1.1989)  -1.075
O (3.6984, 1.4293, 0.1341)  -0.919
O (3.6396, -0.6337, -1.2879)  -0.923
S (3.1599, 0.0911, -0.1573)  2.280



b:
A 2-piece molecular cluster, C7H10N2O2S overall. Source: the Open Molecules 2025 dataset; level of theory: ωB97M-V/def2-TZVPD.

LUMO energy (spin up / spin down) = 0.009 / -0.016 Eh

Each line ends with the natural charge from an NBO analysis.
Atoms and positions in Å:
C (2.3797, 1.3864, -0.3828)  -0.182
C (1.3119, 2.0328, 0.2039)  -0.218
C (2.3423, 0.0343, -0.5550)  -0.259
C (0.1250, 1.2600, 0.4966)  -0.209
C (1.2268, -0.7048, -0.2696)  0.114
C (0.1120, -0.0563, 0.2262)  -0.291
C (1.1047, -2.1862, -0.6024)  -0.656
N (-1.7188, -1.7750, 1.7254)  -1.080
N (-2.9391, 1.1643, 0.3877)  -0.341
O (-1.9588, -1.4490, -0.8117)  -0.891
O (-3.0292, 1.3216, -0.9317)  -0.486
S (-1.5298, -0.9152, 0.4924)  1.741
H (3.2962, 2.0582, -0.5749)  0.222
H (1.3467, 3.0691, 0.3745)  0.215
H (3.2315, -0.4115, -0.9514)  0.216
H (-0.7088, 1.6615, 0.9803)  0.239
H (1.9042, -2.3660, -1.2081)  0.215
H (0.9890, -2.7512, 0.2443)  0.224
H (0.1162, -2.2668, -1.0300)  0.245
H (-1.5816, -1.5265, 2.6329)  0.394
H (-3.6828, 0.4979, 0.6172)  0.318
H (-2.3370, 1.9220, -1.0637)  0.469



Stability ranking, top entry: a; the second entry is 0.1933 hartree less favorable.



a:
An isolated ion of composition C4H3O2S and charge -1. Source: the Open Molecules 2025 dataset; level of theory: ωB97M-V/def2-TZVPD.

SMILES string = O=C([O-])[C@@H]1CC1=S
Net charge = -1
LUMO energy = 0.133 Eh

Each line ends with the natural charge from an NBO analysis.
Atoms and positions in Å:
C (-0.5435, -1.0667, -0.0870)  -0.033
C (1.5394, 0.5846, 0.0168)  0.879
C (-1.1323, 0.1869, 0.4219)  -0.496
C (-0.0795, 0.1139, -0.6648)  -0.453
O (2.3670, 0.5061, -0.8524)  -0.699
O (1.4412, 0.9239, 1.1662)  -0.698
S (-0.5202, -2.6818, 0.1021)  -0.157
H (-2.1754, 0.4028, 0.2140)  0.189
H (-0.7777, 0.5903, 1.3684)  0.238
H (-0.1190, 0.4400, -1.6854)  0.231



b:
An isolated ion of composition C4H3O2S and charge -1. Source: the Open Molecules 2025 dataset; level of theory: ωB97M-V/def2-TZVPD.

SMILES string = O=C1C[C@@H]1C([O-])=S
Net charge = -1
LUMO energy = 0.136 Eh

Each line ends with the natural charge from an NBO analysis.
Atoms and positions in Å:
C (0.3559, -0.0057, -0.2428)  -0.547
C (-0.8340, 0.7345, 0.4331)  -0.473
C (0.5840, 1.3677, 0.3020)  0.646
C (-2.2255, 0.6968, -0.2794)  0.397
O (-2.3669, 1.4256, -1.2301)  -0.647
O (1.2546, 2.3050, 0.4869)  -0.511
S (-3.5994, -0.1803, 0.4353)  -0.576
H (0.3170, -0.2783, -1.3439)  0.243
H (0.6085, -0.9206, 0.2566)  0.218
H (-1.1621, 0.6101, 1.4347)  0.250



Stability ranking, top entry: a; the second entry is 0.0342 hartree less favorable.